Entry 1:
ORCA calculation (the ωB97M-V functional and the def2-TZVPD basis) on a 2-piece molecular cluster, CHNOS overall in a non-equilibrium geometry.

Positions of all 5 atoms, in Å:
C (-1.61, 1.64, 0.46)
N (-1.50, 0.61, -0.35)
O (-1.30, 1.97, -0.81)
S (-2.08, 2.14, 1.91)
H (0.08, -0.84, 0.32)

The calculation puts the HOMO energy (alpha / beta) at -0.363 / -0.367 Ha. The calculation puts the energy above the lowest of the compared OMol25 structures with the same formula, charge and spin at 5.273 eV. Its multiplicity is 1. The LUMO energy (alpha / beta) is -2.3 / -0.4 eV. The HOMO-LUMO gap (alpha / beta) comes out at 7.53 / 9.61 eV.

Charges in e, computed with natural (NBO), in the same order as the atoms:
1. C 0.211
2. N -0.004
3. O -0.279
4. S 0.033
5. H 0.039

---

Entry 2:
ORCA calculation (the ωB97M-V functional and the def2-TZVPD basis) on CHNP2S2 in the gas phase in a non-equilibrium geometry.

Positions of all 7 atoms, in Å:
C (0.38, 0.37, -0.22)
N (1.69, 0.48, -0.27)
P (-0.53, 0.87, -1.63)
P (-1.12, -0.07, 1.09)
S (-2.26, -0.01, -0.89)
S (-0.34, -1.89, 1.35)
H (2.18, 0.26, 0.57)

The calculation puts the HOMO energy (alpha / beta) at -0.294 / -0.294 Ha. The calculation puts the energy above the lowest of the compared OMol25 structures with the same formula, charge and spin at 1.215 eV. Its multiplicity is 1. The LUMO energy (alpha / beta) is -3.0 / -3.0 eV. The HOMO-LUMO gap (alpha / beta) comes out at 4.97 / 5.00 eV.

These are the natural (NBO) partial charges, in e, on atoms 1 to 6:
1. C -0.377
2. N -0.559
3. P 0.764
4. P 0.571
5. S -0.244
6. S -0.512

---

Entry 3:
ORCA calculation (the ωB97M-V functional and the def2-TZVPD basis) on CHO3S as an isolated structure in a non-equilibrium geometry.

Positions of all 6 atoms, in Å:
C (0.75, -0.12, 0.03)
O (0.20, 1.08, 0.05)
O (1.93, -0.37, -0.01)
O (-0.13, -1.08, 0.10)
S (-2.02, -0.35, 0.02)
H (-0.73, 0.85, -0.20)

The calculation puts the HOMO energy at -0.152 Ha. The calculation puts the energy above the lowest of the compared OMol25 structures with the same formula, charge and spin at 0.486 eV. The total charge is -1. Its multiplicity is 1. The LUMO energy is 3.5 eV. The HOMO-LUMO gap comes out at 7.69 eV.

Charges in e, computed with natural (NBO), in the same order as the atoms:
1. C 0.957
2. O -0.735
3. O -0.691
4. O -0.630
5. S -0.339
6. H 0.438

---

Entry 4:
ORCA calculation (the ωB97M-V functional and the def2-TZVPD basis) on CHO7PS2 as an isolated structure in a non-equilibrium geometry.

Positions of all 12 atoms, in Å:
C (0.03, -0.41, 0.13)
O (-2.66, -0.54, -0.82)
O (2.10, -0.80, -1.42)
O (1.26, 0.24, 2.48)
O (-1.75, -2.40, 0.35)
O (-2.06, -0.27, 1.54)
O (1.88, -1.83, 0.83)
O (0.74, -2.78, -1.07)
P (0.53, -0.89, 1.81)
S (-1.79, -0.97, 0.26)
S (1.20, -1.50, -0.55)
H (0.44, 0.60, -0.01)

The calculation puts the HOMO energy at -0.019 Ha. The calculation puts the energy above the lowest of the compared OMol25 structures with the same formula, charge and spin at 0.000 eV. The total charge is -2. Its multiplicity is 1. The LUMO energy is 6.1 eV. The HOMO-LUMO gap comes out at 6.60 eV.

These are the natural (NBO) partial charges, in e, on atoms 1 to 6:
1. C -1.225
2. O -1.023
3. O -1.006
4. O -1.190
5. O -0.991
6. O -1.032

---

Entry 5:
ORCA calculation (the ωB97M-V functional and the def2-TZVPD basis) on a 2-piece molecular cluster, CHPS3 overall in a non-equilibrium geometry.

Positions of all 6 atoms, in Å:
C (-1.65, -1.74, 0.90)
P (0.57, 0.95, 0.78)
S (-1.90, -1.62, -0.59)
S (-0.06, 2.77, 0.68)
S (1.58, 0.41, -1.01)
H (1.47, -0.77, -0.77)

The calculation puts the HOMO energy at -0.333 Ha. The calculation puts the energy above the lowest of the compared OMol25 structures with the same formula, charge and spin at 1.503 eV. Its multiplicity is 1. The LUMO energy is -1.4 eV. The HOMO-LUMO gap comes out at 7.71 eV.

Charges in e, computed with natural (NBO), in the same order as the atoms:
1. C -0.171
2. P 0.519
3. S 0.176
4. S -0.378
5. S -0.246
6. H 0.100

---

Entry 6:
ORCA calculation (the ωB97M-V functional and the def2-TZVPD basis) on CI3NO2 as an isolated structure in a non-equilibrium geometry.

Positions of all 7 atoms, in Å:
C (0.85, -0.46, 0.07)
N (0.04, 0.55, -0.15)
O (-0.80, 1.06, 0.65)
O (-0.12, 0.96, -1.30)
I (-2.65, 0.14, 0.35)
I (1.91, -1.03, -1.54)
I (0.77, -1.22, 1.93)

The calculation puts the HOMO energy (alpha / beta) at -0.318 / -0.318 Ha. The calculation puts the energy above the lowest of the compared OMol25 structures with the same formula, charge and spin at 1.281 eV. Its multiplicity is 1. The LUMO energy (alpha / beta) is -2.3 / -2.3 eV. The HOMO-LUMO gap (alpha / beta) comes out at 6.36 / 6.36 eV.

These are the natural (NBO) partial charges, in e, on atoms 1 to 6:
1. C -0.328
2. N 0.266
3. O -0.452
4. O -0.531
5. I 0.415
6. I 0.339

---

Entry 7:
ORCA calculation (the ωB97M-V functional and the def2-TZVPD basis) on CN2O2S in the gas phase in a non-equilibrium geometry.

Positions of all 6 atoms, in Å:
N (1.75, -1.11, 1.78)
C (1.39, -0.26, 1.10)
S (0.66, 0.99, -0.47)
N (-0.97, 0.27, -0.71)
O (-1.50, 0.82, -1.64)
O (-1.33, -0.70, -0.07)

The calculation puts the HOMO energy at -0.434 Ha. The calculation puts the energy above the lowest of the compared OMol25 structures with the same formula, charge and spin at 5.547 eV. Its multiplicity is 1. The LUMO energy is -1.9 eV. The HOMO-LUMO gap comes out at 9.87 eV.

Charges in e, computed with natural (NBO), in the same order as the atoms:
1. N -0.335
2. C 0.150
3. S 0.395
4. N 0.423
5. O -0.331
6. O -0.301

---

Entry 8:
ORCA calculation (the ωB97M-V functional and the def2-TZVPD basis) on CNO4S2Zn as an isolated structure in a non-equilibrium geometry.

Positions of all 9 atoms, in Å:
O (-2.07, -1.03, 0.68)
C (-2.18, 0.22, 1.06)
O (-3.22, 0.73, 1.48)
Zn (-0.23, -0.73, 0.37)
N (2.68, -0.65, -1.20)
S (1.66, -1.82, -0.51)
S (2.57, 0.86, -0.89)
O (-1.00, 0.88, 0.96)
O (1.80, 1.55, -1.96)

The calculation puts the HOMO energy (alpha / beta) at -0.182 / -0.192 Ha. The total charge is -1. Its multiplicity is 1. The LUMO energy (alpha / beta) is 1.1 / 1.8 eV. The HOMO-LUMO gap (alpha / beta) comes out at 6.00 / 7.01 eV.

These are the natural (NBO) partial charges, in e, on atoms 1 to 6:
1. O -0.964
2. C 0.922
3. O -0.720
4. Zn 1.478
5. N -0.941
6. S -0.181

---

Entry 9:
ORCA calculation (the ωB97M-V functional and the def2-TZVPD basis) on a 2-piece molecular cluster, CO4S2 overall in a non-equilibrium geometry.

Positions of all 7 atoms, in Å:
C (-0.66, -0.26, -0.71)
O (-0.41, -0.58, 1.86)
O (0.31, -0.38, -2.79)
O (0.18, 1.57, 1.08)
O (1.75, -0.27, 0.66)
S (-2.24, -0.13, -0.55)
S (0.34, 0.11, 0.81)

The calculation puts the HOMO energy (alpha / beta) at -0.010 / 0.016 Ha. The calculation puts the energy above the lowest of the compared OMol25 structures with the same formula, charge and spin at 6.050 eV. The total charge is -2. Its multiplicity is 1. The LUMO energy (alpha / beta) is 5.7 / 5.8 eV. The HOMO-LUMO gap (alpha / beta) comes out at 5.99 / 5.31 eV.

These are the natural (NBO) partial charges, in e, on atoms 1 to 6:
1. C -0.284
2. O -1.039
3. O -0.852
4. O -1.043
5. O -1.004
6. S -0.064

---

Entry 10:
ORCA calculation (the ωB97M-V functional and the def2-TZVPD basis) on CO4S2 in the gas phase in a non-equilibrium geometry.

Positions of all 7 atoms, in Å:
C (-1.29, -0.12, 1.35)
O (0.66, -1.52, 0.67)
O (-0.32, -0.10, -1.21)
O (1.82, 0.97, -0.65)
O (-0.92, 0.97, 1.34)
S (-0.54, -1.31, -0.09)
S (0.59, 1.11, -1.42)

The calculation puts the HOMO energy (alpha / beta) at -0.325 / -0.317 Ha. The calculation puts the energy above the lowest of the compared OMol25 structures with the same formula, charge and spin at 3.478 eV. Its multiplicity is 1. The LUMO energy (alpha / beta) is -0.9 / -1.9 eV. The HOMO-LUMO gap (alpha / beta) comes out at 7.94 / 6.79 eV.

These are the natural (NBO) partial charges, in e, on atoms 1 to 6:
1. C 0.324
2. O -0.839
3. O -0.921
4. O -0.819
5. O -0.468
6. S 1.422